Entry 1:
{
  "formula": "C10H17BF2GeIrNO",
  "method": "ωB97M-V/def2-TZVPD",
  "elements": ["Ir", "O", "C", "C", "C", "C", "C", "C", "N", "H", "H", "H", "H", "H", "H", "H", "C", "Ge", "C", "C", "C", "H", "H", "H", "H", "H", "H", "H", "H", "H", "H", "F", "B", "F"],
  "coordinates": [[0.805, -0.335, -0.824], [2.770, -1.753, -0.377], [3.381, -1.274, 0.815], [2.325, -1.096, 1.875], [2.633, -1.200, 3.227], [1.608, -1.120, 4.153], [0.306, -0.949, 3.704], [0.087, -0.800, 2.347], [1.079, -0.859, 1.465], [3.450, -1.971, -1.025], [3.881, -0.311, 0.631], [4.126, -1.996, 1.164], [3.654, -1.355, 3.541], [1.820, -1.208, 5.207], [-0.523, -0.926, 4.391], [-0.903, -0.643, 1.945], [-1.897, 2.279, -0.879], [-2.291, 0.568, -1.835], [-1.611, 0.810, -3.699], [-4.248, 0.146, -1.872], [-1.252, -0.845, -0.962], [-2.408, 3.091, -1.384], [-0.827, 2.479, -0.880], [-2.243, 2.231, 0.148], [-2.007, 1.731, -4.115], [-1.940, -0.022, -4.313], [-0.525, 0.857, -3.713], [-4.734, 0.953, -2.416], [-4.672, 0.088, -0.876], [-4.438, -0.788, -2.391], [-1.730, -1.774, -0.686], [2.457, 1.980, 0.278], [1.873, 1.548, -0.845], [1.994, 2.462, -1.799]],
  "forces_ev_per_angstrom": [[-1.09, -2.00, 1.79], [-0.45, 0.69, -0.40], [0.51, 0.29, 0.42], [0.14, -0.17, 0.18], [-0.15, -0.02, -0.24], [-0.04, 0.04, -0.20], [0.11, 0.00, -0.09], [-0.31, 0.04, 0.31], [0.37, 0.58, -1.62], [0.03, 0.06, -0.07], [-0.05, -0.19, 0.04], [-0.10, 0.10, -0.01], [0.08, -0.06, -0.01], [0.01, -0.01, 0.10], [-0.10, 0.05, 0.05], [0.01, 0.07, 0.06], [-0.12, -0.81, -0.12], [-1.00, 1.16, -0.47], [-0.08, -0.52, 0.65], [0.92, 0.24, -0.01], [2.87, 2.32, -0.94], [-0.10, 0.08, -0.11], [0.04, -0.01, -0.06], [-0.05, 0.05, 0.16], [-0.12, 0.13, 0.10], [0.02, -0.07, -0.13], [0.09, 0.02, 0.01], [-0.11, 0.04, -0.03], [-0.02, 0.03, 0.16], [0.03, -0.10, -0.08], [0.19, -0.39, 0.32], [-0.09, -0.83, 0.25], [-0.95, 0.07, 0.52], [-0.47, -0.86, -0.53]],
  "mulliken_spin": [0.71, 0.00, 0.00, 0.00, 0.00, 0.00, 0.00, -0.01, 0.05, 0.00, 0.00, 0.00, 0.00, 0.00, 0.00, 0.01, -0.01, 0.01, 0.01, 0.00, 0.21, 0.00, 0.01, 0.00, 0.00, 0.00, 0.00, 0.00, 0.00, 0.00, 0.02, 0.00, -0.04, -0.01],
  "multiplicity": 2,
  "orbital_gap_ev": [6.630, 7.125],
  "charge": 1,
  "lumo_ev": [-5.28, -5.22],
  "homo_ev": [-11.912, -12.343]
}


Entry 2:
{
  "formula": "C32H39BrGe2O2RuSi2",
  "method": "ωB97M-V/def2-TZVPD",
  "elements": ["Ru", "C", "Si", "C", "C", "C", "C", "C", "C", "C", "Si", "C", "C", "H", "H", "H", "H", "H", "H", "H", "H", "H", "H", "H", "H", "H", "H", "H", "H", "C", "Ge", "C", "C", "Ge", "C", "C", "C", "C", "C", "C", "C", "C", "C", "C", "C", "C", "H", "H", "H", "H", "H", "H", "H", "H", "H", "H", "H", "H", "H", "H", "H", "H", "H", "H", "H", "Br", "C", "C", "C", "C", "C", "C", "C", "O", "O", "H", "H", "H", "H"],
  "coordinates": [[0.271, 0.517, 1.037], [3.394, 0.322, -0.680], [2.383, -0.586, 0.627], [2.685, -2.408, 0.351], [3.092, -0.233, 2.344], [4.476, -0.107, 2.508], [5.033, 0.103, 3.762], [4.212, 0.191, 4.877], [2.837, 0.078, 4.731], [2.263, -0.129, 3.472], [0.403, -0.251, 3.314], [-0.167, -1.925, 3.850], [-0.498, 1.088, 4.250], [4.124, -0.350, -1.137], [3.945, 1.161, -0.247], [2.767, 0.713, -1.485], [3.768, -2.543, 0.426], [2.388, -2.760, -0.637], [2.216, -3.027, 1.116], [5.133, -0.179, 1.646], [6.106, 0.198, 3.870], [4.643, 0.350, 5.858], [2.207, 0.159, 5.612], [0.108, -2.024, 4.905], [0.325, -2.725, 3.296], [-1.245, -2.047, 3.767], [0.155, 1.491, 5.029], [-1.396, 0.683, 4.721], [-0.795, 1.912, 3.602], [-2.048, 4.811, -0.628], [-2.749, 3.063, -0.027], [-3.638, 3.384, 1.657], [-3.720, 2.169, -1.438], [-0.074, 2.344, -0.602], [0.676, 3.027, 1.126], [1.895, 2.505, 1.579], [2.434, 2.875, 2.821], [1.778, 3.804, 3.592], [0.569, 4.352, 3.148], [0.008, 3.948, 1.956], [0.759, 3.409, -1.996], [2.106, 3.782, -1.924], [2.685, 4.523, -2.943], [1.919, 4.904, -4.038], [0.583, 4.535, -4.124], [0.010, 3.773, -3.117], [-2.528, 5.009, -1.588], [-0.972, 4.888, -0.760], [-2.371, 5.540, 0.116], [-4.235, 4.293, 1.541], [-2.913, 3.541, 2.455], [-4.272, 2.540, 1.898], [-4.420, 2.905, -1.842], [-4.273, 1.323, -1.040], [-3.054, 1.842, -2.234], [2.493, 1.882, 0.931], [3.370, 2.443, 3.152], [2.198, 4.118, 4.539], [0.061, 5.095, 3.750], [-0.941, 4.375, 1.663], [2.703, 3.510, -1.060], [3.726, 4.810, -2.882], [2.367, 5.489, -4.831], [-0.008, 4.831, -4.981], [-1.027, 3.467, -3.205], [-3.438, -5.103, 2.055], [-2.463, -3.646, 1.380], [-1.265, -3.878, 0.712], [-0.543, -2.806, 0.225], [-0.991, -1.502, 0.426], [-2.223, -1.297, 1.042], [-2.962, -2.366, 1.527], [-2.824, 0.070, 1.071], [-4.028, 0.202, 1.010], [-1.937, 1.033, 1.082], [-0.914, -4.889, 0.564], [0.349, -2.993, -0.344], [-0.495, -0.673, -0.147], [-3.927, -2.182, 1.979]],
  "forces_ev_per_angstrom": [[-1.11, -0.66, 0.79], [0.08, -0.03, -0.08], [0.04, 0.29, 0.03], [-0.19, -0.13, -0.06], [0.20, -0.11, 0.07], [-0.07, -0.01, -0.02], [0.03, 0.03, -0.02], [-0.04, 0.02, 0.04], [0.01, -0.03, -0.11], [0.14, -0.15, 0.36], [0.65, 0.26, -0.19], [-0.11, -0.18, -0.21], [-0.15, 0.00, 0.06], [0.00, 0.02, 0.01], [0.04, 0.00, -0.09], [0.03, 0.00, -0.02], [0.00, 0.03, 0.04], [0.02, -0.03, -0.02], [0.01, -0.04, -0.03], [0.00, 0.01, 0.01], [-0.01, -0.01, 0.00], [0.00, 0.00, -0.01], [0.02, 0.00, 0.00], [0.01, 0.01, -0.01], [0.00, -0.03, 0.01], [-0.07, -0.04, 0.02], [-0.03, -0.01, 0.00], [0.00, 0.03, -0.02], [0.00, 0.02, 0.03], [0.30, -0.12, 0.04], [-0.32, -0.81, 0.12], [0.05, 0.07, -0.05], [-0.03, 0.05, 0.03], [-0.14, 1.43, -0.46], [0.32, -0.35, -0.30], [-0.15, 0.06, 0.03], [-0.01, 0.11, 0.07], [0.07, 0.00, 0.00], [-0.11, -0.01, -0.08], [0.02, -0.05, 0.26], [0.53, -0.29, 0.00], [-0.12, 0.14, -0.02], [-0.02, -0.03, 0.01], [-0.01, 0.00, 0.00], [-0.03, 0.00, 0.00], [0.09, -0.09, -0.05], [0.04, -0.01, -0.02], [-0.02, 0.18, -0.01], [0.02, 0.01, -0.01], [0.01, -0.03, 0.04], [-0.04, -0.02, 0.01], [-0.06, -0.09, 0.05], [-0.02, -0.05, -0.03], [0.00, 0.01, -0.01], [-0.01, 0.01, -0.01], [0.06, 0.19, -0.03], [-0.02, 0.01, -0.02], [-0.01, 0.01, 0.00], [0.01, 0.00, 0.01], [0.03, 0.03, -0.03], [-0.01, 0.02, 0.00], [-0.01, 0.00, -0.01], [0.00, 0.00, 0.01], [0.01, 0.00, 0.00], [-0.01, -0.01, -0.01], [-0.01, -0.02, 0.02], [0.02, -0.05, 0.05], [-0.01, 0.01, 0.00], [0.08, 0.08, -0.05], [0.01, -0.17, 0.56], [0.01, -0.02, -0.04], [0.01, 0.03, -0.08], [0.11, 0.03, -0.02], [-0.05, 0.27, 0.21], [-0.17, 0.45, -0.27], [-0.01, 0.01, -0.01], [0.13, 0.00, 0.01], [-0.04, -0.21, -0.47], [0.01, 0.01, 0.00]],
  "mulliken_spin": [0.94, 0.00, -0.01, -0.01, 0.08, 0.01, 0.00, 0.00, 0.00, -0.05, -0.04, 0.00, 0.01, 0.00, 0.00, 0.00, 0.00, 0.00, 0.00, 0.00, 0.00, 0.00, 0.00, 0.00, 0.00, 0.00, 0.00, 0.00, 0.00, 0.00, 0.00, 0.00, 0.00, 0.03, 0.02, -0.03, 0.01, 0.01, -0.01, 0.01, -0.01, 0.00, 0.00, 0.00, 0.00, 0.00, 0.00, 0.00, 0.00, 0.00, 0.00, 0.00, 0.00, 0.00, 0.00, -0.03, 0.00, 0.00, 0.00, 0.01, 0.00, 0.00, 0.00, 0.00, 0.00, 0.00, 0.00, 0.00, -0.01, 0.03, -0.01, 0.00, -0.01, 0.01, 0.05, 0.00, 0.00, 0.00, 0.00],
  "multiplicity": 2,
  "orbital_gap_ev": [5.650, 5.575],
  "charge": 1,
  "lumo_ev": [-5.14, -5.19],
  "homo_ev": [-10.793, -10.762]
}


Entry 3:
{
  "formula": "C22H19BrN5O4SV",
  "method": "ωB97M-V/def2-TZVPD",
  "elements": ["V", "O", "C", "O", "C", "C", "C", "C", "C", "N", "C", "O", "O", "H", "H", "H", "H", "C", "N", "C", "C", "N", "C", "S", "C", "C", "C", "C", "C", "N", "H", "H", "H", "H", "H", "H", "H", "H", "H", "C", "C", "C", "C", "C", "Br", "N", "C", "H", "H", "H", "H", "H", "H"],
  "coordinates": [[-0.198, 0.151, 0.080], [3.530, -2.123, -2.058], [2.787, -1.300, -1.302], [2.772, -0.103, -1.454], [2.001, -2.030, -0.274], [2.259, -3.369, -0.006], [1.656, -3.991, 1.075], [0.845, -3.226, 1.906], [0.610, -1.912, 1.581], [1.109, -1.309, 0.465], [-0.262, -1.021, 2.433], [-0.867, -1.470, 3.378], [-0.304, 0.223, 1.992], [4.035, -1.583, -2.680], [2.952, -3.901, -0.639], [1.847, -5.034, 1.291], [0.386, -3.620, 2.803], [-3.446, 2.909, 2.446], [-3.522, 1.460, 2.323], [-4.070, 0.594, 3.261], [-3.875, -0.651, 2.818], [-3.211, -0.548, 1.593], [-2.984, 0.769, 1.309], [-2.251, 1.464, -0.052], [-2.823, -1.658, 0.810], [-3.563, -2.829, 0.899], [-3.193, -3.911, 0.129], [-2.117, -3.787, -0.739], [-1.445, -2.588, -0.764], [-1.762, -1.537, 0.012], [-3.905, 3.199, 3.386], [-3.967, 3.389, 1.622], [-2.404, 3.221, 2.430], [-4.525, 0.940, 4.173], [-4.094, -1.592, 3.288], [-4.430, -2.879, 1.543], [-3.749, -4.838, 0.194], [-1.809, -4.601, -1.380], [-0.592, -2.454, -1.417], [1.984, 5.209, 0.431], [1.514, 4.038, -0.386], [1.395, 4.110, -1.772], [0.943, 3.016, -2.496], [0.636, 1.887, -1.779], [-0.081, 0.322, -2.604], [0.725, 1.782, -0.457], [1.166, 2.848, 0.227], [2.288, 6.032, -0.212], [2.831, 4.935, 1.061], [1.189, 5.568, 1.086], [1.658, 5.024, -2.289], [0.843, 3.038, -3.572], [1.238, 2.718, 1.299]],
  "forces_ev_per_angstrom": [[-1.24, -1.26, 0.84], [0.04, -0.15, 0.04], [-0.37, -0.04, 0.02], [0.08, 0.10, 0.03], [0.09, 0.07, 0.03], [-0.01, -0.06, 0.09], [0.06, -0.13, -0.05], [-0.05, 0.10, 0.09], [0.25, 0.13, 0.14], [0.28, -0.75, -0.12], [0.26, -0.19, 0.01], [-0.07, 0.21, 0.05], [-0.01, -0.16, 0.21], [0.04, 0.11, -0.03], [0.02, 0.00, 0.00], [0.01, 0.05, -0.02], [0.03, 0.01, -0.03], [-0.04, -0.01, 0.00], [0.00, 0.09, 0.10], [0.02, 0.23, 0.01], [0.07, -0.13, -0.13], [0.25, -0.11, 0.08], [-0.24, -0.16, 0.07], [-0.47, 0.56, -0.13], [-0.04, 0.08, -0.18], [-0.15, -0.04, 0.02], [-0.01, -0.04, 0.03], [-0.06, -0.07, -0.04], [0.01, 0.07, 0.06], [0.16, -0.19, -0.06], [-0.01, -0.02, 0.02], [-0.04, -0.02, -0.03], [0.04, -0.03, 0.01], [0.05, 0.04, -0.08], [0.07, 0.03, -0.06], [0.05, 0.00, -0.04], [0.00, 0.04, -0.02], [0.01, 0.04, 0.03], [0.06, 0.01, 0.04], [0.01, -0.06, -0.01], [0.06, 0.14, -0.07], [0.02, 0.00, 0.03], [0.09, 0.02, -0.10], [0.07, 0.18, 0.02], [0.04, 0.09, -0.30], [0.63, 1.45, -0.66], [0.08, -0.20, 0.03], [0.01, 0.01, 0.01], [-0.02, -0.01, -0.02], [-0.01, 0.00, 0.00], [-0.02, -0.03, 0.00], [-0.01, 0.00, 0.05], [-0.05, -0.01, 0.04]],
  "mulliken_spin": [1.41, -0.01, -0.02, -0.03, -0.09, 0.05, -0.11, 0.04, -0.05, -0.09, 0.00, -0.01, -0.03, 0.00, 0.00, -0.01, 0.00, 0.00, 0.00, 0.00, 0.00, 0.00, 0.00, 0.00, 0.00, 0.00, 0.00, 0.00, 0.02, -0.03, 0.00, 0.00, 0.00, 0.00, 0.00, 0.00, 0.00, 0.00, -0.01, 0.00, 0.01, 0.00, -0.01, 0.01, 0.00, -0.03, 0.02, 0.00, 0.00, 0.00, 0.00, 0.00, 0.00],
  "multiplicity": 2,
  "orbital_gap_ev": [7.645, 5.062],
  "charge": 1,
  "lumo_ev": [-2.73, -3.21],
  "homo_ev": [-10.372, -8.271]
}